#one
A cluster of 13 separate species, H26O13 in total. Source: the OMol25 dataset; level of theory: wB97M-V/def2-TZVPD.

CARTESIAN COORDINATES (ANGSTROEM)
O 1.711 0.914 15.633
H 1.048 0.289 15.822
H 2.409 0.435 16.108
O -0.716 -0.062 11.861
H -1.508 -0.090 11.348
H -1.036 0.154 12.769
O 2.415 3.478 13.959
H 1.565 3.165 14.188
H 3.019 2.987 14.506
O -0.101 3.044 15.433
H 0.067 3.915 15.876
H 0.471 2.425 15.773
O -3.213 -2.033 16.081
H -2.841 -1.347 16.615
H -3.646 -1.584 15.359
O -3.394 3.289 13.569
H -2.990 3.114 12.736
H -3.051 4.130 13.872
O 0.669 2.329 11.709
H 0.196 3.033 12.165
H 0.146 1.529 11.877
O -1.356 1.036 14.290
H -1.104 1.968 14.383
H -2.185 0.917 14.808
O -0.399 -0.945 15.739
H -0.906 -0.319 15.266
H -0.320 -1.749 15.259
O -5.043 1.217 14.110
H -4.554 0.405 14.214
H -4.416 1.873 13.821
O 0.054 4.756 12.943
H 0.439 5.632 12.965
H 0.014 4.491 13.908
O -3.733 -0.921 13.471
H -4.581 -1.369 13.413
H -3.775 -0.259 12.796
O -3.159 0.978 16.320
H -2.723 1.510 17.020
H -4.004 0.757 16.693

As for the net charge: 0. Its HOMO energy is -9.77 eV. The multiplicity is 1. For the orbital gap, the calculation gives 9.471 eV.

Results of the Mulliken charge analysis, in e, for atoms 1 through 2: O -0.59; H 0.28

***

#two
A cluster of 13 separate species, H26O13 in total. Source: the OMol25 dataset; level of theory: wB97M-V/def2-TZVPD.

CARTESIAN COORDINATES (ANGSTROEM)
O 3.721 -1.145 2.303
H 3.122 -1.518 1.632
H 4.418 -1.862 2.308
O -2.316 0.285 1.809
H -2.687 -0.541 1.513
H -1.492 0.315 1.367
O -1.494 2.549 -0.234
H -0.677 2.820 -0.595
H -2.030 3.244 0.140
O 0.975 -0.168 3.017
H 0.229 -0.604 3.466
H 0.662 0.690 2.910
O -1.104 -1.171 -1.619
H -1.278 -2.094 -1.575
H -1.926 -0.812 -1.298
O -0.985 1.339 -3.386
H -1.074 2.305 -3.363
H -0.408 1.273 -2.649
O 1.669 -2.262 0.681
H 1.617 -2.475 -0.255
H 1.810 -3.048 1.274
O 0.055 0.234 0.352
H 0.686 -0.255 0.898
H -0.267 -0.461 -0.219
O 0.922 1.950 -1.498
H 1.844 1.801 -1.785
H 0.814 1.264 -0.789
O -0.867 -3.050 1.387
H -1.127 -2.640 2.216
H 0.022 -2.803 1.207
O -3.066 0.476 -1.271
H -2.345 1.084 -1.150
H -3.096 0.387 -2.256
O 1.443 -0.473 -2.920
H 0.484 -0.447 -2.762
H 1.509 -1.032 -3.673
O 0.755 2.454 1.963
H 1.470 2.293 1.349
H 0.008 2.098 1.503

As for the net charge: 0. Its HOMO energy is -10.96 eV. The multiplicity is 1. For the orbital gap, the calculation gives 10.793 eV.

Results of the Mulliken charge analysis, in e, for atoms 1 through 2: O -0.61; H 0.32

***

#three
A cluster of 13 separate species, H26O13 in total. Source: the OMol25 dataset; level of theory: wB97M-V/def2-TZVPD.

CARTESIAN COORDINATES (ANGSTROEM)
H 1.029 0.359 -0.649
H -0.323 -0.179 -1.088
H -2.800 -2.587 -1.358
H -2.331 -3.796 -2.151
H 1.565 1.568 -3.977
H 2.520 0.637 -3.247
H -0.928 -2.676 -0.675
H 0.066 -3.316 -1.631
H -1.587 1.197 -1.391
H -0.412 1.347 -2.343
H 2.880 2.944 -0.633
H 3.648 4.254 -0.561
H 2.409 -2.300 0.019
H 3.223 -3.224 -0.872
H 0.257 -1.598 3.757
H -1.140 -2.195 3.824
H -2.809 -1.058 0.201
H -3.913 -0.037 -0.020
H 3.374 -0.228 1.143
H 2.797 -1.397 1.925
H -0.221 4.961 -1.546
H -1.499 4.547 -0.835
H -0.924 1.028 3.345
H 0.299 0.201 3.707
H -1.390 1.947 1.954
H -0.966 0.555 1.515
O 0.105 0.313 -0.378
O -2.764 -3.549 -1.326
O 1.586 0.868 -3.315
O -0.869 -3.101 -1.538
O -1.319 1.024 -2.301
O 2.776 3.893 -0.758
O 3.297 -2.428 -0.334
O -0.608 -1.558 3.333
O -3.246 -0.308 0.621
O 3.615 -1.079 1.525
O -0.635 4.213 -1.103
O -0.544 0.507 4.061
O -1.747 1.086 1.710

As for the net charge: 0. Its HOMO energy is -9.43 eV. The multiplicity is 1. For the orbital gap, the calculation gives 9.079 eV.

Results of the Mulliken charge analysis, in e, for atoms 1 through 2: H 0.18; H 0.39

***

#four
A cluster of 13 separate species, H26O13 in total. Source: the OMol25 dataset; level of theory: wB97M-V/def2-TZVPD.

CARTESIAN COORDINATES (ANGSTROEM)
O -2.714 2.508 -12.871
H -3.318 2.047 -13.461
H -1.944 2.016 -12.685
O -6.592 3.557 -11.178
H -6.094 2.774 -10.944
H -7.504 3.292 -11.042
O -4.251 4.529 -14.890
H -3.357 4.199 -15.114
H -4.694 4.728 -15.717
O -8.417 2.474 -14.304
H -8.744 2.696 -15.190
H -7.458 2.651 -14.244
O -4.860 1.278 -10.976
H -4.668 1.301 -10.034
H -4.036 1.528 -11.441
O -7.341 -0.305 -14.677
H -7.575 0.632 -14.733
H -6.703 -0.545 -15.323
O -4.245 0.850 -14.484
H -4.662 0.029 -14.338
H -4.949 1.518 -14.375
O -6.148 1.912 -16.476
H -6.174 0.981 -16.647
H -6.919 2.148 -17.025
O -3.257 6.588 -13.625
H -2.771 7.112 -14.250
H -3.709 5.911 -14.147
O -5.340 5.938 -11.440
H -5.723 6.635 -10.881
H -6.119 5.488 -11.776
O -7.246 5.597 -13.745
H -7.772 5.226 -14.477
H -6.437 5.946 -14.108
O -3.361 2.474 -16.767
H -2.617 2.839 -16.313
H -3.940 2.079 -16.085
O -5.861 2.740 -13.616
H -5.357 3.457 -14.012
H -6.167 3.148 -12.804

As for the net charge: 0. Its HOMO energy is -10.11 eV. The multiplicity is 1. For the orbital gap, the calculation gives 9.907 eV.

Results of the Mulliken charge analysis, in e, for atoms 1 through 2: O -0.65; H 0.37

***

Which of them is the most stable? Correct choice: #two.

***

#one
A cluster of 13 separate species, H26O13 in total. Source: the OMol25 dataset; level of theory: wB97M-V/def2-TZVPD.

CARTESIAN COORDINATES (ANGSTROEM)
O -2.124 3.648 -2.927
H -1.865 4.383 -2.371
H -1.415 3.012 -2.830
O -1.328 0.544 -0.166
H -0.516 0.574 0.341
H -1.125 1.015 -0.973
O -1.447 2.534 2.962
H -0.529 2.742 2.789
H -1.434 1.629 3.273
O -0.954 -2.733 -1.385
H -1.196 -2.120 -2.078
H -0.001 -2.666 -1.328
O 3.566 -3.192 2.927
H 4.281 -3.029 3.541
H 3.588 -4.138 2.778
O -3.461 2.188 1.222
H -2.793 1.550 0.975
H -4.280 1.691 1.222
O -0.694 -2.198 1.289
H 0.244 -2.224 1.097
H -0.765 -1.636 2.061
O 2.112 2.644 -0.972
H 1.716 3.488 -1.189
H 2.580 2.802 -0.152
O 1.455 0.449 1.081
H 1.756 0.650 0.195
H 1.860 -0.393 1.287
O -3.177 -1.625 -0.251
H -2.925 -0.888 -0.808
H -3.988 -1.341 0.171
O -0.164 1.825 -2.479
H 0.649 2.142 -2.084
H 0.094 1.037 -2.957
O 2.039 -2.603 0.725
H 2.642 -2.728 1.457
H 2.033 -3.447 0.272
O 1.544 -1.133 -2.011
H 2.413 -1.433 -1.745
H 1.609 -1.021 -2.959

As for the net charge: 0. Its HOMO energy is -9.64 eV. The multiplicity is 1. For the orbital gap, the calculation gives 9.270 eV.

Results of the Mulliken charge analysis, in e, for atoms 1 through 2: O -0.61; H 0.29

***

#two
A cluster of 13 separate species, H26O13 in total. Source: the OMol25 dataset; level of theory: wB97M-V/def2-TZVPD.

CARTESIAN COORDINATES (ANGSTROEM)
H -0.029 -0.547 0.788
H 0.414 -0.303 -0.645
H -2.483 -0.387 4.006
H -2.924 -1.733 4.558
H -1.991 0.798 -5.898
H -0.980 0.600 -4.781
H -1.667 3.659 -0.879
H -1.696 4.203 -2.298
H 2.820 -3.288 -0.677
H 4.078 -2.819 0.036
H 0.586 -2.324 -2.204
H -0.886 -1.963 -2.088
H 2.208 1.756 1.216
H 2.830 1.869 -0.167
H -1.014 1.410 2.396
H -0.739 1.225 3.880
H -3.180 2.213 1.129
H -2.631 3.345 1.980
H -1.549 -0.661 0.111
H -2.610 -1.001 -0.922
H 1.348 0.489 3.174
H 2.314 -0.675 3.325
H -0.170 -2.407 1.808
H 0.698 -1.941 2.965
H 2.061 -0.628 -3.794
H 2.978 -1.707 -4.346
O 0.726 -0.254 0.266
O -2.648 -1.300 3.742
O -1.043 0.774 -5.727
O -1.948 3.435 -1.773
O 3.618 -3.617 -0.247
O -0.008 -1.671 -1.817
O 2.079 2.172 0.356
O -0.867 1.906 3.210
O -2.357 2.652 1.369
O -1.704 -1.209 -0.666
O 1.595 -0.351 2.770
O -0.064 -1.683 2.435
O 2.899 -0.751 -4.253

As for the net charge: 0. Its HOMO energy is -9.77 eV. The multiplicity is 1. For the orbital gap, the calculation gives 9.756 eV.

Results of the Mulliken charge analysis, in e, for atoms 1 through 2: H 0.16; H 0.36

***

#three
A cluster of 13 separate species, H26O13 in total. Source: the OMol25 dataset; level of theory: wB97M-V/def2-TZVPD.

CARTESIAN COORDINATES (ANGSTROEM)
H 1.083 -0.184 -0.402
H -0.243 0.076 0.310
H 0.519 -2.966 2.996
H -0.174 -2.616 4.139
H 3.842 3.657 -2.358
H 3.139 2.368 -2.786
H -4.446 -1.074 -0.133
H -5.425 -1.317 1.006
H -1.817 0.593 1.339
H -1.345 1.540 2.501
H -0.836 1.180 -3.128
H -2.228 1.248 -3.160
H -0.936 -1.577 -3.748
H -2.324 -1.014 -3.973
H 3.536 2.961 1.930
H 2.464 2.206 1.116
H 1.492 -2.625 0.291
H 0.680 -1.948 1.195
H -1.575 -2.047 0.588
H -2.899 -1.355 0.790
H 5.405 -1.961 -0.412
H 5.134 -1.281 -1.789
H -1.811 -0.932 -0.628
H -1.633 -0.353 -2.018
H 0.294 3.809 2.577
H 0.097 2.644 3.499
O 0.595 -0.403 0.380
O -0.102 -2.257 3.290
O 3.884 2.877 -2.952
O -5.029 -0.679 0.419
O -1.552 1.491 1.547
O -1.498 1.296 -2.516
O -1.525 -1.137 -4.387
O 2.687 3.008 1.459
O 0.693 -2.777 0.798
O -2.103 -1.774 1.283
O 5.507 -1.136 -0.926
O -1.380 -1.112 -1.481
O -0.171 3.571 3.343

As for the net charge: 0. Its HOMO energy is -10.81 eV. The multiplicity is 1. For the orbital gap, the calculation gives 10.498 eV.

Results of the Mulliken charge analysis, in e, for atoms 1 through 2: H 0.26; H 0.20

***

#four
A cluster of 13 separate species, H26O13 in total. Source: the OMol25 dataset; level of theory: wB97M-V/def2-TZVPD.

CARTESIAN COORDINATES (ANGSTROEM)
H -0.152 0.546 -0.693
H -0.479 -0.431 0.425
H -0.672 2.900 -1.552
H -0.004 2.014 -2.590
H 0.463 3.243 1.182
H 1.610 2.638 1.975
H 1.537 3.824 -1.258
H 2.702 4.481 -0.536
H 0.166 1.257 4.143
H -0.223 0.058 3.294
H -0.166 -4.428 0.810
H 0.598 -4.558 -0.497
H -3.617 -1.584 -1.004
H -3.738 -0.674 -2.215
H 4.611 -2.994 -0.661
H 3.115 -3.183 -0.850
H -4.784 0.926 -0.695
H -3.907 2.118 -0.349
H -1.737 -0.087 -2.733
H -0.923 -1.339 -2.449
H 0.912 -1.599 0.997
H 2.236 -1.748 0.266
H 3.667 0.092 -0.055
H 5.056 0.431 -0.571
H -2.589 -1.925 1.844
H -2.816 -0.855 2.899
O 0.260 -0.079 -0.085
O -0.551 2.803 -2.503
O 0.751 3.062 2.084
O 1.781 4.225 -0.416
O 0.006 0.992 3.230
O 0.576 -4.053 0.323
O -4.221 -0.968 -1.435
O 3.870 -2.698 -1.201
O -4.283 1.316 0.030
O -1.591 -0.762 -2.061
O 1.541 -2.263 0.692
O 4.274 0.831 -0.174
O -3.279 -1.529 2.388

As for the net charge: 0. Its HOMO energy is -10.14 eV. The multiplicity is 1. For the orbital gap, the calculation gives 9.773 eV.

Results of the Mulliken charge analysis, in e, for atoms 1 through 2: H 0.14; H 0.25

***

Which of them is the most stable? Correct choice: #one.

***

#one
A cluster of 13 separate species, H26O13 in total. Source: the OMol25 dataset; level of theory: wB97M-V/def2-TZVPD.

CARTESIAN COORDINATES (ANGSTROEM)
O 1.228 1.910 1.461
H 1.774 1.118 1.307
H 0.771 1.683 2.218
O 1.307 -1.575 -0.878
H 0.901 -1.128 -1.630
H 0.731 -2.268 -0.566
O -1.269 3.150 1.383
H -1.208 3.985 0.888
H -0.439 2.876 1.141
O -0.353 0.638 3.502
H -0.175 -0.042 2.858
H -1.280 0.613 3.593
O 3.216 0.407 -2.262
H 3.116 -0.425 -2.674
H 2.359 0.703 -2.091
O -0.497 -1.270 1.615
H 0.323 -1.486 2.046
H -1.267 -1.569 2.094
O -2.911 0.691 1.129
H -2.331 1.175 0.602
H -2.536 -0.177 1.121
O 0.128 -0.580 -3.283
H -0.636 -1.152 -3.149
H -0.154 0.239 -2.928
O 2.294 -0.567 1.426
H 3.136 -0.968 1.463
H 1.988 -0.966 0.634
O -2.827 -0.441 -1.806
H -2.015 -0.161 -1.373
H -2.967 -1.267 -1.424
O -0.731 -3.480 -0.509
H -0.790 -4.297 -0.023
H -1.306 -2.929 -0.002
O -0.706 0.272 -0.553
H 0.073 0.769 -0.871
H -0.434 -0.120 0.297
O 1.128 1.876 -1.559
H 1.568 2.379 -0.934
H 0.791 2.387 -2.263

As for the net charge: 0. Its HOMO energy is -10.67 eV. The multiplicity is 1. For the orbital gap, the calculation gives 10.149 eV.

Results of the Mulliken charge analysis, in e, for atoms 1 through 2: O -0.72; H 0.31

***

#two
A cluster of 13 separate species, H26O13 in total. Source: the OMol25 dataset; level of theory: wB97M-V/def2-TZVPD.

CARTESIAN COORDINATES (ANGSTROEM)
H 0.301 0.181 0.884
H 0.081 0.748 -0.488
H 4.373 -1.967 -0.808
H 3.161 -2.323 0.114
H -0.407 3.996 1.297
H 1.042 3.812 1.639
H 1.991 1.015 -1.787
H 3.476 0.742 -1.647
H -2.650 0.659 -0.320
H -2.198 1.819 -0.942
H -1.249 -0.905 -3.551
H -2.249 -1.864 -2.858
H -3.943 2.267 1.143
H -4.847 2.491 2.229
H -1.777 -0.906 2.707
H -3.013 -0.430 3.580
H -1.560 3.131 -3.863
H -2.760 2.666 -4.550
H 2.259 -3.792 0.723
H 2.284 -5.128 1.478
H 0.100 -2.159 -1.622
H 1.360 -1.170 -1.582
H 2.698 1.473 3.000
H 3.471 0.701 1.993
H -0.322 -3.131 1.222
H 0.857 -2.554 1.785
O -0.140 0.853 0.387
O 4.089 -1.932 0.092
O 0.470 3.668 0.886
O 2.859 1.397 -1.747
O -3.008 1.495 -0.463
O -2.177 -1.161 -3.465
O -4.700 2.747 1.293
O -2.664 -1.137 2.963
O -2.402 2.630 -3.725
O 2.808 -4.468 0.999
O 0.413 -1.188 -1.532
O 3.587 1.136 2.813
O 0.388 -3.412 1.723

As for the net charge: 0. Its HOMO energy is -10.78 eV. The multiplicity is 1. For the orbital gap, the calculation gives 9.719 eV.

Results of the Mulliken charge analysis, in e, for atoms 1 through 2: H 0.23; H 0.21

***

Which of them is the most stable? Correct choice: #one.